96
Properties=species:S:1:pos:R:3:forces:R:3 method="wB97M-V/def2-TZVPD" fmax_ev_per_a=1.3 spin_multiplicity=1 charge=-1 e_homo_ev=-2.1252 homo_lumo_gap_ha=0.1483 e_tot_ha=-2939.1878 lumo_energy_ev=1.910
Cl -0.284599 -0.563511 -1.543544 -0.14 -0.32 -0.39
C -1.310509 0.248035 -2.818785 -0.25 -0.45 -0.64
C -2.545248 -0.595934 -3.172837 0.03 0.93 0.97
C -3.778081 -0.200860 -2.285522 -0.08 0.08 -0.76
N -5.043949 -0.259297 -2.992368 0.03 -0.60 0.64
Cl -5.414368 1.401562 -3.493519 0.00 0.24 -0.27
H -1.564535 1.218261 -2.404642 -0.17 0.01 0.15
H -0.716693 0.419701 -3.714393 0.47 -0.25 0.25
H -2.817705 -0.413128 -4.210157 0.00 0.11 -0.08
H -2.293544 -1.648693 -3.070477 -0.04 -0.11 -0.11
H -3.616895 0.826913 -1.927534 0.24 -0.08 0.21
H -3.767860 -0.848274 -1.392381 -0.25 -0.10 -0.08
O -0.186765 -2.004696 -4.983018 0.06 0.25 -0.25
C 0.680677 -2.668895 -4.492301 -0.42 -0.42 0.18
O 1.959059 -2.446692 -4.859570 0.28 0.40 -0.12
C 3.064603 -3.033711 -4.181007 0.14 -0.17 -0.02
C 3.400533 -4.397900 -4.747180 -0.10 -0.15 0.01
C 0.379643 -3.802916 -3.552296 -0.07 0.12 0.58
H 2.889660 -3.063420 -3.104912 -0.04 -0.03 -0.01
H 3.898706 -2.350931 -4.342334 -0.07 0.08 -0.06
H 2.580505 -5.102693 -4.606953 0.01 0.02 0.03
H 4.292223 -4.802882 -4.264805 0.01 0.02 -0.01
H 3.582648 -4.326067 -5.819785 0.05 0.04 0.01
H 0.259794 -4.718330 -4.131019 0.10 0.08 0.00
H -0.556319 -3.581615 -3.043831 -0.05 0.06 -0.15
H 1.132063 -3.942185 -2.777000 0.05 -0.09 -0.11
O 4.543847 4.189322 1.265004 0.18 -0.07 -0.02
C 3.438324 3.743244 1.103495 -0.24 0.29 -0.06
O 3.290630 2.498084 0.634605 0.18 -0.38 0.09
C 2.007682 1.850507 0.637132 -0.30 -0.27 -0.15
C 1.216406 2.131126 -0.619161 0.06 0.58 0.01
C 2.194973 4.556120 1.341483 -0.04 0.14 0.53
H 1.453645 2.108900 1.538784 0.07 -0.06 -0.02
H 2.218537 0.783701 0.702172 0.15 0.03 0.03
H 0.989674 3.195619 -0.717615 -0.01 -0.01 0.07
H 0.280568 1.576267 -0.603621 0.15 0.12 0.03
H 1.781000 1.839649 -1.504724 -0.04 -0.13 0.01
H 1.907231 5.049983 0.414105 -0.04 -0.04 -0.02
H 2.411661 5.314311 2.089317 0.08 0.08 -0.11
H 1.359425 3.972898 1.719693 -0.05 0.13 -0.17
O 0.111199 -5.924335 -5.922545 0.36 -0.38 -0.02
C -0.852667 -5.633055 -6.580388 -0.34 0.08 0.08
O -1.466823 -4.482872 -6.307016 0.15 0.18 0.01
C -2.486398 -3.893232 -7.118402 -0.33 0.16 -0.07
C -3.862644 -4.392328 -6.734732 0.03 -0.22 0.08
C -1.426905 -6.561168 -7.618629 0.25 0.05 -0.43
H -2.270201 -4.035908 -8.178725 0.03 -0.11 0.01
H -2.417550 -2.824232 -6.925456 0.13 -0.03 0.12
H -3.965581 -5.465248 -6.908776 -0.01 0.01 -0.09
H -4.629016 -3.875006 -7.311861 0.01 0.04 0.02
H -4.044332 -4.215111 -5.675032 -0.01 0.12 -0.03
H -2.179824 -7.194842 -7.152121 -0.06 0.05 0.00
H -0.623976 -7.189960 -7.996572 0.01 -0.06 0.16
H -1.860252 -6.044160 -8.472047 -0.18 0.02 0.11
O 2.286461 0.977183 3.921522 -0.16 0.16 -0.13
C 3.068891 0.071234 3.999727 0.09 -0.05 0.24
O 2.965715 -0.946114 3.134414 -0.07 -0.01 -0.38
C 3.962477 -1.960285 2.992383 0.09 -0.24 0.05
C 3.735825 -3.104250 3.957952 -0.07 0.04 0.16
C 4.099225 0.007254 5.096308 0.40 0.23 -0.10
H 4.963610 -1.536392 3.077643 -0.02 0.04 0.06
H 3.862247 -2.317768 1.968877 -0.09 0.10 -0.02
H 3.825069 -2.778597 4.994895 0.08 0.00 -0.01
H 4.461721 -3.899139 3.783984 0.00 0.00 -0.02
H 2.732475 -3.510891 3.831706 0.02 -0.02 -0.07
H 3.683358 -0.534412 5.945685 0.01 -0.05 -0.02
H 4.329335 1.023619 5.406720 -0.16 0.01 0.04
H 5.035654 -0.453388 4.789354 -0.07 -0.16 0.07
O -1.687446 1.149461 8.806512 0.01 -0.09 0.19
C -1.413574 1.608593 7.731365 -0.11 0.24 -0.02
O -0.133700 1.647866 7.343115 0.20 -0.28 0.01
C 0.271241 1.976813 6.002254 0.03 0.33 -0.08
C 0.438002 3.470400 5.821947 -0.11 0.04 0.05
C -2.465947 2.220502 6.842073 -0.26 -0.31 -0.30
H -0.413419 1.546288 5.270912 -0.03 0.00 0.04
H 1.225482 1.487074 5.855355 0.01 -0.09 0.12
H -0.505203 4.001630 5.964036 0.00 0.00 -0.08
H 0.809935 3.694646 4.822024 -0.01 -0.01 0.01
H 1.142515 3.862967 6.556034 0.05 -0.04 -0.03
H -2.541024 3.285258 7.059429 0.04 0.02 -0.04
H -3.419213 1.748351 7.067287 0.02 0.07 0.16
H -2.278001 2.075151 5.780120 0.08 0.18 0.01
O -0.124823 5.988415 3.371467 0.20 0.09 0.10
C -1.175364 5.451846 3.152853 -0.13 0.13 -0.24
O -1.165432 4.205037 2.656568 0.21 -0.30 0.17
C -2.334641 3.383455 2.535982 -0.25 -0.12 -0.22
C -3.043557 3.606110 1.217205 0.02 0.17 0.00
C -2.489743 6.166630 3.328671 -0.17 -0.06 0.46
H -2.995816 3.521413 3.393561 0.01 0.10 -0.01
H -1.969396 2.358224 2.584804 0.14 0.04 0.02
H -3.419929 4.626286 1.131031 -0.06 -0.02 0.05
H -3.883879 2.920044 1.113828 0.03 -0.02 -0.03
H -2.357180 3.442472 0.386903 -0.01 -0.10 0.01
H -2.762023 6.647779 2.390390 -0.04 -0.06 -0.03
H -2.361942 6.931312 4.091065 0.12 0.07 -0.11
H -3.299656 5.517807 3.655843 -0.04 -0.02 -0.20